{"formula": "C28H30BF6N4O4S", "method": "ωB97M-V with the def2-TZVPD basis set", "homo_energy_ev": -5.38, "e_tot_ha": -2627.37773, "de_lowest_kj_mol": 0.0, "lumo_ev": 2.5, "charge": -1, "elements": ["C", "C", "F", "C", "C", "C", "C", "O", "O", "O", "B", "C", "N", "C", "S", "O", "C", "C", "N", "C", "F", "F", "C", "C", "C", "C", "C", "C", "F", "F", "F", "C", "H", "H", "H", "H", "H", "H", "H", "H", "H", "H", "H", "H", "H", "H", "H", "H", "H", "H", "H", "H", "N", "C", "C", "C", "C", "C", "H", "H", "H", "H", "H", "N", "C", "C", "C", "C", "C", "H", "H", "H", "H", "H"], "coordinates": [[6.752, -2.319, 0.264], [5.414, -1.939, -0.366], [5.572, -1.947, -1.779], [4.906, -0.575, 0.035], [3.364, -0.441, -0.081], [3.003, -0.436, -1.583], [2.321, -1.638, -2.175], [1.461, -1.543, -3.005], [2.812, -2.848, -1.781], [2.792, -1.508, 0.609], [2.863, -1.166, 2.047], [4.103, -1.853, 2.884], [1.497, -1.677, 2.773], [1.160, -2.814, 2.678], [0.711, -4.342, 2.627], [2.980, 0.307, 2.040], [2.923, 0.816, 0.740], [3.898, 1.995, 0.646], [3.685, 3.001, 1.696], [1.452, 1.420, 0.520], [1.627, 2.684, -0.041], [0.907, 1.658, 1.739], [0.371, 0.745, -0.305], [-0.042, 1.311, -1.508], [-1.091, 0.758, -2.222], [-1.737, -0.365, -1.754], [-1.335, -0.922, -0.556], [-2.055, -2.115, -0.035], [-3.345, -2.124, -0.466], [-1.512, -3.272, -0.447], [-2.120, -2.139, 1.303], [-0.284, -0.381, 0.178], [6.641, -3.173, 0.923], [7.457, -2.560, -0.527], [7.172, -1.496, 0.836], [4.666, -2.689, -0.136], [5.395, 0.149, -0.622], [5.226, -0.339, 1.042], [2.344, 0.388, -1.814], [3.901, -0.297, -2.179], [3.309, -3.238, -2.508], [4.464, -2.730, 2.344], [3.801, -2.177, 3.876], [4.932, -1.153, 2.979], [3.833, 2.453, -0.342], [4.902, 1.608, 0.736], [3.160, 3.778, 1.317], [4.582, 3.386, 1.958], [0.438, 2.194, -1.898], [-1.428, 1.213, -3.140], [-2.567, -0.780, -2.303], [-0.013, -0.812, 1.128], [-3.873, 3.422, -2.880], [-3.917, 3.526, -1.553], [-4.935, 2.996, -0.775], [-5.970, 2.325, -1.405], [-5.937, 2.210, -2.786], [-4.869, 2.769, -3.473], [-3.088, 4.051, -1.092], [-4.911, 3.100, 0.301], [-6.777, 1.894, -0.825], [-6.718, 1.690, -3.324], [-4.803, 2.685, -4.552], [-6.945, 1.202, 0.730], [-6.624, 0.071, 0.105], [-6.055, -1.024, 0.735], [-5.793, -0.939, 2.092], [-6.118, 0.232, 2.758], [-6.691, 1.267, 2.035], [-6.828, 0.044, -0.961], [-5.808, -1.912, 0.172], [-5.335, -1.767, 2.618], [-5.925, 0.346, 3.816], [-6.957, 2.198, 2.523]]}